1.
16
Properties=species:S:1:pos:R:3 method="wB97M-V/def2-TZVPD" fmax_ev_per_a=4.6 lumo_ev="0.358 / 0.358"
C -2.4195 0.5209 -0.5712
C -1.5452 1.7281 -0.8133
C -1.0104 0.3664 -0.9139
C 2.2403 -1.7062 1.3944
N 0.3569 -0.0667 0.6721
O 2.4865 -0.3585 -0.8896
S 1.4373 -1.1344 -0.2287
H -2.8498 0.3652 0.3198
H -3.1139 0.3261 -1.3560
H -1.6907 2.4225 -1.6730
H -1.3029 2.3312 0.0705
H -0.3062 -0.1583 -1.5769
H 2.9031 -2.5748 1.2758
H 1.3860 -2.1423 1.8581
H 2.6261 -0.8471 1.8408
H 0.8025 0.9279 0.5912


2.
16
Properties=species:S:1:pos:R:3 method="wB97M-V/def2-TZVPD" fmax_ev_per_a=1.4 lumo_ev=0.778
C -2.5106 -1.2245 0.6227
N -1.5513 -0.1232 0.7257
C -0.4303 -0.2749 -0.1680
C -0.2499 1.0495 -0.9020
O -1.0376 1.9625 -0.8356
C 0.8190 -0.7610 0.5508
S 2.4891 -0.1287 -0.1078
H -2.9425 -1.2487 -0.3937
H -3.3751 -0.9988 1.2527
H -2.1230 -2.2202 0.8337
H -2.0148 0.7514 0.5252
H -0.6536 -0.9927 -0.9866
H 0.6511 1.2269 -1.5015
H 0.9273 -1.8432 0.5078
H 0.7810 -0.3495 1.5552
H 2.8001 0.1168 1.1557


Please write out number 2 again, unchanged.
16
Properties=species:S:1:pos:R:3 method="wB97M-V/def2-TZVPD" fmax_ev_per_a=1.4 lumo_ev=0.778
C -2.5106 -1.2245 0.6227
N -1.5513 -0.1232 0.7257
C -0.4303 -0.2749 -0.1680
C -0.2499 1.0495 -0.9020
O -1.0376 1.9625 -0.8356
C 0.8190 -0.7610 0.5508
S 2.4891 -0.1287 -0.1078
H -2.9425 -1.2487 -0.3937
H -3.3751 -0.9988 1.2527
H -2.1230 -2.2202 0.8337
H -2.0148 0.7514 0.5252
H -0.6536 -0.9927 -0.9866
H 0.6511 1.2269 -1.5015
H 0.9273 -1.8432 0.5078
H 0.7810 -0.3495 1.5552
H 2.8001 0.1168 1.1557


Repeat the second record exactly.
16
Properties=species:S:1:pos:R:3 method="wB97M-V/def2-TZVPD" fmax_ev_per_a=1.4 lumo_ev=0.778
C -2.5106 -1.2245 0.6227
N -1.5513 -0.1232 0.7257
C -0.4303 -0.2749 -0.1680
C -0.2499 1.0495 -0.9020
O -1.0376 1.9625 -0.8356
C 0.8190 -0.7610 0.5508
S 2.4891 -0.1287 -0.1078
H -2.9425 -1.2487 -0.3937
H -3.3751 -0.9988 1.2527
H -2.1230 -2.2202 0.8337
H -2.0148 0.7514 0.5252
H -0.6536 -0.9927 -0.9866
H 0.6511 1.2269 -1.5015
H 0.9273 -1.8432 0.5078
H 0.7810 -0.3495 1.5552
H 2.8001 0.1168 1.1557


Copy entry 2 word for word.
16
Properties=species:S:1:pos:R:3 method="wB97M-V/def2-TZVPD" fmax_ev_per_a=1.4 lumo_ev=0.778
C -2.5106 -1.2245 0.6227
N -1.5513 -0.1232 0.7257
C -0.4303 -0.2749 -0.1680
C -0.2499 1.0495 -0.9020
O -1.0376 1.9625 -0.8356
C 0.8190 -0.7610 0.5508
S 2.4891 -0.1287 -0.1078
H -2.9425 -1.2487 -0.3937
H -3.3751 -0.9988 1.2527
H -2.1230 -2.2202 0.8337
H -2.0148 0.7514 0.5252
H -0.6536 -0.9927 -0.9866
H 0.6511 1.2269 -1.5015
H 0.9273 -1.8432 0.5078
H 0.7810 -0.3495 1.5552
H 2.8001 0.1168 1.1557